Density functional theory data (ωB97M-V/def2-TZVPD) for C38H62AlCl2N6O5PSeSi as an isolated structure.

```
! wB97M-V def2-TZVPD RIJCOSX def2/J DEFGRID3
* xyz 0 1
H 1.02572 -2.62584 -4.71558
C 0.79288 -0.60615 -3.89096
H 0.36738 -5.58883 -1.88349
H -3.39456 0.87524 4.54277
H 1.14319 -0.64433 -2.86257
C -0.90368 4.53571 -3.94464
C -0.74573 -4.28469 3.26779
N -2.49778 0.07148 -2.37738
C 1.78328 2.19461 0.11736
O 0.40799 -2.25977 2.73751
C 3.52579 3.31433 1.43807
C -0.35593 6.88466 0.70935
H 2.06356 -0.63054 3.61113
H 2.18165 -5.77530 -0.03655
C -0.62465 3.53264 -2.81802
H -1.42523 -1.34604 -1.19857
H -0.85306 -5.08709 -0.70183
H 0.02139 4.91436 -4.37725
H 4.01900 -3.63934 2.42560
H -3.89285 -2.39466 -0.69301
H 0.01958 1.83349 6.94278
H 5.56198 -1.06130 2.20053
H -1.93290 -2.69382 1.42621
H -3.74017 1.43587 -1.32717
H -0.03954 -2.56874 5.27157
C 3.64527 -2.83170 3.05545
H 4.36980 -2.65983 3.85238
C 3.01080 -0.40819 3.12155
C -3.82060 0.65897 -2.08937
H 4.43611 3.11237 -1.80738
H 5.25771 3.97128 0.35645
C 2.59072 2.36336 -1.00276
H -4.26606 1.10348 -2.97881
H -0.48492 -4.05158 -2.08733
C 1.01636 -4.02481 -0.53304
C 2.29900 2.68081 1.31352
N -1.60484 2.09422 0.37862
O 2.48401 -1.80602 1.20871
C 2.09140 -3.44525 -1.44484
H 4.59820 -0.26673 0.94313
H -2.36989 -2.04678 -2.51576
H -2.95335 1.96852 -4.58210
C -0.81391 -2.76261 3.27181
H -1.10199 3.16157 -5.60445
H -1.46532 5.38723 -3.55742
C -0.60673 -1.45910 -5.61557
O 0.33975 -2.96514 0.14606
H -2.93102 -2.62791 2.88580
H -1.42580 -2.14289 -5.83458
C -0.27674 1.73756 3.58449
C -1.99491 -2.28979 2.43689
H 2.25242 1.99904 -1.96640
H -2.01147 -1.20279 2.37801
C 3.83032 2.99461 -0.91818
H -3.36311 -0.92376 0.12774
H 1.64182 -2.74977 -2.15483
H 2.31125 -4.46461 1.13855
C -1.60383 1.35486 3.47769
H -2.18470 -0.07937 -4.96860
C 3.45543 -1.56264 2.23533
C -0.89834 -2.22422 4.69482
H -1.80895 -2.56446 5.18988
C 4.29801 3.47594 0.29798
H 0.00501 -1.38265 -6.51538
H 3.85428 3.66750 2.40589
C 0.24605 -1.91834 -4.43319
Se -3.58537 4.20798 -0.14245
H 2.84479 -2.91328 -0.86704
H -0.73784 3.98936 -1.83691
C -0.05424 -4.73375 -1.35440
Cl 0.24373 5.23254 0.57430
H -5.46215 -0.21382 -0.95702
H -5.02805 -1.09752 -2.42536
P -1.13786 0.92947 -2.69645
H -2.37002 4.39510 -5.57501
N 0.46696 1.93692 2.37249
H -1.63135 -4.71106 3.74145
C 1.62663 -4.98889 0.47746
H -0.37798 -2.39066 -3.67196
N -1.63911 2.46113 -2.98158
C 4.73757 -1.19473 1.49896
C -0.43940 1.70621 5.97180
H 2.70244 -3.14190 3.50321
H -0.96496 0.66489 -6.00945
H -1.09937 7.04005 -0.06548
H 2.90584 0.49285 2.52415
H -2.05520 1.22706 2.50734
H -0.89241 -1.13384 4.68705
H 2.57805 -4.24430 -2.00697
H -0.78718 7.01476 1.69610
O -0.11285 0.89935 -1.58603
H 0.38330 3.11828 -2.88223
C -1.77769 1.34153 5.87505
H 5.00565 -1.98385 0.79641
H 0.13637 -4.62446 3.81086
H 3.75889 -0.21833 3.89397
H 1.35607 2.19302 4.89280
C 0.31543 1.91013 4.83081
C -4.62831 -0.52887 -1.58220
C -1.11905 -0.06040 -5.20682
C -2.35614 1.16529 4.62857
H -2.36215 1.18943 6.77234
H -3.41198 3.37921 -3.61472
H 1.61456 -0.24773 -4.52084
C -3.58659 -1.36056 -0.84706
C -2.38929 2.93291 0.16138
C -2.36248 -1.26206 -1.75216
N -0.34223 0.32091 -4.01537
H -0.69065 -4.65664 2.24456
H 0.84939 -5.45777 1.08077
Si 0.85020 -1.83024 1.21846
C -2.56674 2.84175 -4.05548
C -1.74486 3.75655 -4.95127
N 1.55306 2.51234 2.52750
Cl 0.92497 8.09093 0.50214
Al 0.08293 1.22111 0.28524
O 0.22215 -0.43270 0.77472
*
```

Results
- HOMO-LUMO gap: 0.2836 hartree
- ΔE to the lowest compared entry with this formula, charge and spin: 0.00 kJ/mol
- Calculated total energy: -173758.777 eV

Density functional theory data (ωB97M-V/def2-TZVPD) for a 10-piece molecular cluster, C38H62N10O6 overall.

```
! wB97M-V def2-TZVPD RIJCOSX def2/J DEFGRID3
* xyz 0 1
C -2.18632 1.51299 2.62048
O 5.59722 -1.38436 1.89910
C 1.30254 5.34034 -2.50948
C 1.00282 4.26766 -3.33785
H 0.59836 -3.37826 -4.16645
H 1.63873 -1.59954 2.96003
H 6.58628 1.57136 2.38659
H 1.45347 4.29261 -4.30257
H -1.85055 -0.24853 -5.24633
C 5.64231 -0.19877 1.62495
H 1.06706 0.99654 6.55709
H 2.70745 2.31566 -1.27360
H -2.43467 -3.16800 -0.53017
H 1.93162 6.16273 -2.84142
C -2.35134 0.60467 -5.77609
H -3.20031 -1.63963 -3.09748
H -4.51953 -2.22583 -4.03091
H 4.80903 -3.23378 1.03970
H 1.65457 -6.77403 -0.11046
C -4.75626 0.92256 2.21564
C -0.02082 -2.69982 -2.21910
N -2.93817 1.96475 -3.83475
H 5.45801 -1.75395 -0.32003
H -5.81964 0.81814 1.97207
C 0.26324 0.53576 5.99150
H 4.79190 1.40676 2.69341
C 4.47190 4.28501 2.04428
H -6.93454 1.10639 -1.83343
C -5.00624 -1.59064 -1.86476
H 2.09042 -0.04003 2.04938
C 1.09432 -1.32743 -3.76791
C 2.75922 -3.67815 0.58280
H -5.81132 0.67191 -0.59555
N 5.78383 0.18241 0.34147
C 4.11689 -4.02392 0.69855
H 5.87066 0.51809 3.68994
N 0.40809 -0.40101 -1.72177
C 1.02673 -0.24846 -2.87715
H -5.66450 -0.36671 -3.25261
N -5.69005 -0.48341 -2.24264
C 0.49651 -2.56758 -3.48663
H -1.92099 2.10338 -3.71526
H 3.77729 5.13474 1.99236
C 2.59102 1.94170 -0.26437
H 1.27822 0.78553 -3.13418
H -3.25042 -4.65454 0.01590
C 4.53505 -5.29634 0.27695
H -2.36310 -2.80748 4.58135
H -7.16187 -0.39565 -0.82361
H -0.33147 1.27847 5.42387
O -0.76742 -2.78823 2.07491
N -4.49520 1.80916 3.15921
C -4.13152 -2.18923 -3.01776
C -0.52056 3.36857 -1.84336
H -0.39040 -3.61278 -1.78848
O -4.64014 1.17761 -5.12951
H 5.72490 1.20403 0.16056
C 1.57802 0.30092 4.04840
H 5.62174 -5.49091 0.31404
O 1.67379 1.52759 4.09052
H 3.18157 1.07700 -0.24843
C 4.17334 3.39458 0.85945
H -1.86173 -1.22705 3.95708
H -3.89798 -3.17954 1.72620
C -2.44559 -2.12263 3.68125
N -2.92837 -3.12992 1.50403
H 0.76739 -4.34703 0.41130
H -1.18374 1.80598 2.87901
O 5.04283 2.95563 0.06877
C 2.17835 -0.58843 2.98397
N 0.91136 -0.34131 5.04100
H 4.20006 -0.70402 -0.96624
H -1.22750 2.54891 -1.66620
H -4.15540 -0.50960 0.65012
H -2.81885 0.20912 -6.67348
C 1.85137 -4.59554 0.30067
H 5.91799 -0.71869 -1.56782
H 1.62251 -1.17722 -4.71737
H -1.55973 1.37578 -5.94466
H 0.66672 6.18319 -0.58399
C -1.97771 -2.70377 2.36243
C 5.28814 -0.75714 -0.68823
H 0.79422 -1.34893 4.89482
O -5.02697 -2.11021 -0.75461
H -0.85640 4.44122 -0.01285
C -3.44461 1.25353 -4.91601
H -0.41356 -1.72839 -0.34355
H -3.91407 -3.23341 -2.63664
C -6.51278 0.28019 -1.30829
H -1.67136 -4.38370 0.52235
C 0.60145 5.39703 -1.29776
H -3.82197 2.27636 -1.92854
N 2.89955 2.94793 0.72386
C 5.73604 0.85115 2.65989
H 2.22856 3.14807 1.45042
N 3.61927 -6.28065 0.02855
H 2.51444 -2.68578 0.90951
C -0.06461 -1.58553 -1.39862
H 4.15518 3.82367 2.93036
H 5.52444 4.55162 2.05138
N 0.11139 3.28337 -3.02098
H -0.50279 -0.02409 6.58852
C -3.20601 2.06247 3.39301
H 1.54458 1.69327 -0.12618
C -0.29568 4.41827 -0.95808
H -4.90731 2.30404 -3.24156
C -3.89769 2.62123 -2.95178
C -2.47243 0.53547 1.64627
C 2.34142 -5.91997 0.05476
H -1.68029 -0.03423 1.23349
H -3.75871 3.70890 -2.98099
H -3.46432 -1.76215 3.72374
C -3.78722 0.18091 1.47199
H -3.01871 2.72448 4.23806
C -2.54128 -3.84888 0.30293
H 3.19733 -0.84666 3.13429
*
```

Results
- HOMO-LUMO gap: 0.3448 hartree
- Calculated total energy: -67598.790 eV
- SMILES string: CNC(C)=O.CNC(C)=O.CNC(C)=O.CNC(C)=O.CNC(C)=O.CNC(C)=O.c1ccncc1.c1ccncc1.c1ccncc1.c1ccncc1

Density functional theory data (ωB97M-V/def2-TZVPD) for C38H63AsIrN4O7SSi as an isolated structure.

```
! wB97M-V def2-TZVPD RIJCOSX def2/J DEFGRID3
* xyz 0 6
H -2.86179 0.29962 -4.40539
H -1.20830 1.49774 -7.52206
H 7.16937 -3.68891 2.14071
H 0.62283 5.02346 4.75633
H 1.22118 0.26490 2.22263
H 3.58568 3.85615 -2.41384
H 3.07099 4.62109 -4.90802
H -0.81873 -5.20524 2.96312
H 2.32186 1.84115 3.78435
C 5.21251 -1.19106 0.89482
C 2.85120 0.25493 0.04901
H -0.83986 -1.65009 -5.43686
C -0.72370 0.61837 -7.09508
H -1.01915 4.23476 -0.21430
H 2.91128 -3.31284 2.21739
C 6.27142 -3.13469 1.89665
C -2.41380 -4.45277 1.73727
H 1.69410 5.52850 -4.24733
H 0.35519 0.73364 -7.20711
As -2.63017 0.96535 2.78596
O 1.82842 0.88522 -0.42879
H 0.65079 -0.71683 -5.18058
H 1.42633 4.31964 -5.51265
C 2.01860 4.55832 -4.62762
C -2.78603 -3.50686 0.78973
H 0.48220 5.04011 -0.73338
C 0.54748 3.43526 2.10971
H 1.74840 6.15052 1.68382
H 0.79024 -3.50469 2.20746
H -2.81177 0.76629 5.29657
H -4.25688 -1.52282 -0.33663
C 1.80717 3.47651 -3.56947
C 0.68352 5.91250 1.61143
C -1.08466 0.49588 -5.61664
H -0.59631 -0.74519 -3.92506
O -2.11687 3.49536 -4.14768
N 1.15390 3.54208 3.34009
O -2.19414 -1.63970 -0.58519
C -3.09305 4.41540 -3.67942
C -0.56479 -2.50977 0.88509
C -0.21582 -3.50888 1.82121
H -4.02219 3.02259 2.44048
H -3.79491 -3.53064 0.40223
H 6.26068 0.42711 -0.08121
H 1.76467 5.57040 3.51738
H -3.15610 6.37672 -2.77379
C 4.13971 0.67680 -0.26146
H -4.74702 5.44211 -4.63155
C 5.02057 -3.63926 2.24959
Ir -0.33985 0.48295 -0.12902
H 7.33149 -1.53395 0.95575
O 0.40209 3.43242 -3.28319
N 0.31037 -1.53701 0.51502
H -3.27394 5.34150 -5.62429
C 2.50519 3.85122 -2.26387
C -2.60266 0.42790 -5.45719
H 4.21876 1.55030 -0.89803
H -2.30390 3.41686 2.14509
S -1.53110 1.30814 -2.04380
H -3.21996 2.51379 0.92777
H -1.79492 5.36420 -2.24279
C -2.06352 1.20277 4.63718
H 2.10980 -1.02921 3.20233
C -3.50867 -1.68625 -1.11841
C 6.36224 -1.93344 1.23197
C -2.40868 5.65003 -3.09564
C -0.42549 -0.73847 -5.00299
H 0.26384 6.51346 0.80904
C 1.36447 2.28751 4.06522
C 2.36434 2.14253 -4.06096
H 2.25781 3.12220 -1.48880
H -4.57787 2.95764 -3.07848
H 1.35941 2.48047 5.13685
H 0.57705 1.58115 3.82740
H -4.28521 3.90676 -5.39769
H 2.30805 4.49017 4.77343
H -3.69470 -2.64336 -1.61094
O 0.10047 2.30998 1.78717
Si -0.89176 2.53099 -3.66503
O -0.54903 1.65347 -4.98181
C -4.35218 0.06803 2.90172
N 1.48641 -1.63342 1.23028
H -3.05168 1.35701 -5.81271
C 2.71481 -0.87778 1.02252
C 3.87861 -2.91804 1.93820
C 3.94761 -1.70085 1.27135
H 4.93606 -4.58569 2.76811
C 5.28672 0.02735 0.17429
H 1.92540 1.87682 -5.01825
H -3.13629 -5.18678 2.06821
H -4.74539 4.54372 -2.29417
H 3.44654 2.21858 -4.17075
C 0.06624 4.26582 -0.09581
H -4.89754 0.24823 1.97577
C -4.03023 3.79526 -2.64133
H -1.12590 0.66657 4.76670
H -4.16057 -0.99971 2.99958
O -1.60347 0.00905 1.95610
H -3.00189 -0.40986 -6.03003
H 2.19559 4.84461 -1.93096
H -4.93509 0.42670 3.74849
H -1.75992 6.10792 -3.84392
C -1.88713 -2.55460 0.34610
H 0.46776 3.32053 -0.43377
C -1.11842 -4.45840 2.23989
H 2.13592 1.35406 -3.34023
C -3.08722 2.67924 1.99786
C -3.90573 4.80712 -4.91373
H -3.56301 -0.88072 -1.84323
C 1.81818 -0.64306 2.22942
H 0.17713 6.20933 2.52870
N 0.45067 4.51476 1.28569
H -1.04474 -0.27076 -7.63931
H -3.46281 3.41437 -1.79540
C 1.46727 4.72636 4.12385
H -1.92351 2.25282 4.88733
*
```

Results
- HOMO-LUMO gap (alpha / beta): 0.1856 / 0.2147 hartree
- ΔE to the lowest compared entry with this formula, charge and spin: 88.67 kJ/mol
- Calculated total energy: -143110.646 eV

Density functional theory data (ωB97M-V/def2-TZVPD) for a 10-piece molecular cluster, C38H63BFN10O7 overall.

```
! wB97M-V def2-TZVPD RIJCOSX def2/J DEFGRID3
* xyz -1 1
H -5.42589 -0.86960 -6.91242
C -3.08077 -1.91570 -10.81655
H 4.65047 0.59394 -0.58677
C 3.58580 0.32530 -1.01805
C 3.37252 -4.32345 4.07445
H -1.60202 -2.41975 -3.45601
C -6.95570 -7.09499 3.20202
O 1.48830 6.89302 -2.59048
H 1.40460 4.42847 -4.09473
N 2.51753 -4.89662 4.61666
B 1.45527 3.27166 -2.00297
C -0.88323 -0.64380 3.38807
C 1.92430 3.73207 2.44220
N -0.17869 0.25356 3.16027
C -0.09807 -5.83123 3.66318
H 4.45745 3.14984 -1.75281
H -2.53862 -0.72105 -3.09932
C -4.79295 4.80024 -2.67203
O 3.72472 6.12062 -2.17474
C -1.52959 -5.86217 4.00646
H -0.67778 5.91712 5.50001
H -5.36280 -6.73876 1.82555
C -0.17666 3.44457 -1.81011
O -0.65102 -3.10287 -0.71938
C 2.85723 2.85790 -0.01316
H 1.80785 7.56291 -1.90440
H 4.30098 -2.51427 3.42359
C -5.52419 -7.06404 2.85874
C 1.35103 6.51089 5.19958
H 7.68469 0.83938 1.75425
O -0.79121 4.46631 -2.67490
H -3.01050 -2.19805 -11.87233
C -3.23983 5.40684 -2.71492
H -3.28676 -1.69402 0.59631
H -2.53101 3.42744 -3.60014
H 3.14270 3.82401 -3.59635
H -0.94136 -8.91850 7.91792
H 0.22766 1.60859 0.25082
H -5.25830 4.87979 -1.58384
C -1.53745 -1.24357 -3.41505
C 0.53323 -0.63379 -0.07447
C 2.48661 5.77295 -2.60355
H -2.10556 -2.11912 -10.36174
N 2.37170 6.42227 4.64829
H -1.46830 -7.70990 6.74799
C 3.74305 0.39861 -2.67935
N -5.01785 -3.21424 -9.58808
C -4.59973 -1.56301 -6.72239
O 1.95366 3.81402 -0.69303
H 1.39187 0.79065 1.48672
H -0.05031 0.39222 -2.85772
H 4.49886 4.48301 -0.29571
H 0.67698 -1.37058 -2.61403
H -0.36802 7.62650 5.79853
H -1.31625 -0.89198 -4.53266
C 0.05926 6.62303 5.89727
H -5.49482 5.34610 -3.44459
N 4.77950 -0.50411 1.93906
H 0.45809 -5.14372 4.30931
H 4.15171 3.53748 1.80279
N -8.08680 -7.11944 3.47323
H 0.36432 -6.81845 3.76743
H -4.83356 -2.49593 -7.24617
H -2.53125 3.47575 -1.70860
C -4.16286 -2.64107 -10.13029
C 1.13270 0.83601 0.33206
C 3.11378 2.98287 1.60074
H -4.96803 -6.37654 3.50487
H 4.44836 1.19545 -3.21866
H -3.58397 -1.67800 -1.35473
H 6.86221 1.64533 3.08882
H 0.15779 -1.13166 0.94372
C -1.04102 -8.71337 6.84673
H 2.93824 3.28454 4.55365
C 2.38872 1.35653 -0.58282
C 0.25076 -8.82551 6.14904
C -2.99393 -2.13362 -0.45229
C 6.72723 1.26701 2.06993
C 1.94985 3.05216 3.96969
H -0.37636 3.71323 -0.66725
H 4.52488 -3.88042 2.33240
N -4.23555 -1.95976 -4.14216
N -2.66068 -5.88663 4.27766
C 5.63920 0.27763 1.99684
C -2.24356 4.10579 -2.66389
H -4.81075 3.65479 -2.95995
H 3.39507 -0.80048 -0.76292
C -1.77493 -1.77947 3.67640
H -1.72733 -2.54083 2.89055
C 4.45461 -3.59807 3.38819
H -3.09863 6.02153 -3.70534
C -0.27727 -0.70539 -2.45857
H 0.15891 6.41790 6.96846
H 6.53159 2.13181 1.42713
H -0.66320 2.41235 -2.08648
H -2.82021 -1.46287 3.75705
C -4.39630 -1.78463 -5.28103
N 1.27142 -8.91413 5.59775
F 0.55267 3.51269 1.92990
C 4.33538 3.36563 -0.60913
H -5.06180 -8.05126 2.96300
H -3.70750 -1.14072 -7.19660
H -3.24049 -3.30114 -0.46089
C -1.37632 -1.94972 -0.71552
H 3.23857 1.90755 2.04990
N -0.69389 -0.59064 -0.97717
H -3.13368 6.05241 -1.73391
H 0.96983 3.44099 4.50444
H 2.21876 4.85602 2.58073
H -1.77806 -9.41928 6.44947
H 0.06332 -5.50595 2.62998
C 2.11674 4.24298 -3.15491
O 3.09567 -0.49257 -3.47747
H -3.23441 -0.83190 -10.78115
H 1.77438 1.88161 3.81588
H -1.51216 -2.27088 4.61912
H 1.30843 -1.38374 -0.52778
H 5.13392 2.73632 0.01650
O 1.91503 1.84026 -1.91980
H 5.42982 -3.80149 3.84300
*
```

Results
- HOMO-LUMO gap: 0.2393 hartree
- Calculated total energy: -73043.512 eV